(1)
{
  "formula": "C38H34As2Br2IrN",
  "method": "ωB97M-V/def2-TZVPD",
  "multiplicity": 1,
  "homo_lumo_gap_ev": 6.5,
  "fmax_ev_per_a": 0.9,
  "total_charge": 2,
  "symbols": ["Ir", "Br", "Br", "As", "As", "N", "C", "C", "C", "C", "C", "C", "C", "C", "C", "C", "C", "C", "C", "C", "C", "C", "C", "C", "C", "C", "C", "C", "C", "C", "C", "C", "C", "C", "C", "C", "C", "C", "C", "C", "C", "C", "C", "C", "H", "H", "H", "H", "H", "H", "H", "H", "H", "H", "H", "H", "H", "H", "H", "H", "H", "H", "H", "H", "H", "H", "H", "H", "H", "H", "H", "H", "H", "H", "H", "H", "H", "H"],
  "xyz": [[-1.082, 0.618, -0.192], [-3.342, 2.178, -1.355], [-0.681, 6.062, 3.483], [1.044, 1.166, -1.261], [0.064, -1.544, -0.211], [-3.011, -0.204, -0.073], [0.622, -1.223, 2.559], [1.190, -0.273, -2.546], [-0.589, 3.546, 0.204], [-2.382, -4.630, -1.562], [-2.069, -5.681, -0.705], [-5.649, -1.008, -0.100], [-5.289, 0.212, -0.648], [5.087, 0.811, 1.115], [-4.687, -1.833, 0.483], [0.374, 2.853, -3.468], [1.158, -1.674, 1.358], [1.162, 2.750, -2.325], [2.614, -1.918, 3.704], [-0.678, 4.670, 1.017], [-1.788, -3.392, -1.382], [3.146, -2.376, 2.507], [-0.413, 2.160, 2.167], [-1.166, -5.497, 0.330], [1.349, -1.347, 3.733], [3.781, 0.430, -0.866], [1.320, 5.022, -3.888], [1.186, -1.607, -1.819], [-0.498, 2.279, 0.775], [-0.610, 4.536, 2.393], [2.680, 1.029, -0.256], [4.981, 0.323, -0.180], [-0.565, -4.257, 0.521], [3.995, 1.416, 1.720], [-5.028, -3.161, 1.091], [-3.383, -1.376, 0.480], [0.459, 3.995, -4.252], [2.103, 4.913, -2.747], [2.416, -2.267, 1.332], [-3.959, 0.566, -0.610], [2.792, 1.527, 1.038], [2.027, 3.775, -1.957], [-0.481, 3.278, 2.976], [-0.878, -3.213, -0.339], [-0.370, -0.788, 2.581], [2.179, -1.933, -1.514], [-2.025, -2.576, -2.057], [2.843, -2.637, 0.408], [-0.309, 1.188, 2.627], [-6.013, 0.875, -1.099], [3.183, -2.016, 4.619], [6.025, 0.729, 1.649], [0.928, -1.005, 4.670], [-0.309, 2.060, -3.751], [0.292, -0.184, -3.159], [0.751, -2.386, -2.444], [-5.856, -3.066, 1.792], [-5.331, -3.866, 0.315], [-3.083, -4.780, -2.372], [-4.175, -3.585, 1.618], [-0.141, 4.079, -5.148], [-0.923, -6.317, 0.992], [2.046, -0.131, -3.204], [-2.530, -6.648, -0.852], [-2.608, -1.949, 0.964], [2.777, 5.713, -2.472], [5.834, -0.136, -0.661], [1.383, 5.912, -4.501], [4.129, -2.827, 2.486], [2.643, 3.687, -1.070], [0.133, -4.114, 1.337], [-6.687, -1.316, -0.121], [4.077, 1.810, 2.724], [-0.428, 3.183, 4.051], [-0.646, 3.682, -0.867], [3.729, 0.056, -1.881], [-0.788, 5.650, 0.573], [1.952, 2.005, 1.522]],
  "mulliken_charge": [1.98, -0.05, -0.12, 0.02, 0.01, -0.31, -0.35, -1.49, -0.02, -0.82, -0.63, -0.42, -0.67, -0.68, 0.38, -0.28, 0.81, 0.09, -0.57, -0.89, -0.35, -0.89, -0.44, -0.87, -0.64, -0.50, -0.54, -0.92, 0.46, -0.20, 0.71, -0.82, -0.23, -0.75, -1.65, -0.02, -0.84, -0.85, -0.29, 0.40, 0.01, 0.06, -0.68, 0.41, 0.37, 0.45, 0.40, 0.39, 0.00, 0.46, 0.42, 0.44, 0.43, 0.35, 0.61, 0.77, 0.46, 0.36, 0.47, 0.33, 0.44, 0.46, 0.66, 0.45, 0.66, 0.45, 0.46, 0.43, 0.46, 0.46, 0.45, 0.50, 0.48, 0.50, 0.65, 0.45, 0.50, 0.29]
}

***

(2)
{
  "formula": "C38H34BaN4O2PS2Se2",
  "method": "ωB97M-V/def2-TZVPD",
  "multiplicity": 1,
  "homo_lumo_gap_ev": 6.9,
  "fmax_ev_per_a": 1.0,
  "total_charge": 1,
  "symbols": ["Ba", "Se", "Se", "S", "S", "P", "O", "O", "N", "N", "N", "N", "C", "C", "C", "C", "C", "C", "C", "C", "C", "C", "C", "C", "C", "C", "C", "C", "C", "C", "C", "C", "C", "C", "C", "C", "C", "C", "C", "C", "C", "C", "C", "C", "C", "C", "C", "C", "C", "C", "H", "H", "H", "H", "H", "H", "H", "H", "H", "H", "H", "H", "H", "H", "H", "H", "H", "H", "H", "H", "H", "H", "H", "H", "H", "H", "H", "H", "H", "H", "H", "H", "H", "H"],
  "xyz": [[1.316, -0.071, 1.330], [0.439, 0.350, -1.988], [-2.200, 0.450, 0.413], [-0.045, -2.649, -0.081], [1.741, -3.889, 2.000], [-1.639, 0.732, -1.627], [3.135, 3.083, -1.724], [-1.813, 2.867, 3.306], [0.182, -5.240, 0.507], [0.832, 2.558, 0.947], [-0.253, 1.271, 3.176], [3.096, 1.389, -0.264], [-1.495, -1.358, 3.448], [1.534, -5.656, 2.421], [-2.020, 2.450, -2.148], [1.006, 4.427, -0.494], [-2.199, 1.923, 4.332], [6.250, -1.911, -2.044], [-0.190, 3.111, 1.576], [-2.644, 5.033, -2.972], [4.325, 1.203, -1.035], [-1.542, 4.380, -3.508], [-1.665, -2.424, 5.998], [5.936, -0.603, -1.710], [1.417, 3.163, -0.072], [-4.049, -0.295, -2.482], [2.565, 2.473, -0.671], [4.628, -0.234, -1.409], [-4.336, -1.761, -4.362], [-0.740, 2.350, 2.700], [0.534, -3.968, 0.728], [4.157, 2.184, -2.208], [-1.230, 3.094, -3.092], [3.957, -2.530, -1.765], [-1.000, 0.950, 4.394], [-1.754, -2.710, 3.622], [-1.312, -0.525, 4.547], [-4.878, -1.029, -3.313], [-3.432, 4.393, -2.023], [5.260, -2.882, -2.068], [-3.124, 3.104, -1.613], [-2.966, -1.762, -4.578], [-2.676, -0.287, -2.707], [-0.674, 4.368, 1.218], [-1.844, -3.247, 4.895], [3.643, -1.218, -1.446], [-2.132, -1.024, -3.751], [-0.058, 5.021, 0.164], [-1.393, -1.077, 5.823], [0.954, -6.285, 1.157], [-2.333, 2.488, 5.250], [-0.929, 4.868, -4.256], [7.273, -2.176, -2.276], [-1.897, -3.335, 2.748], [-2.896, 6.034, -3.299], [-5.946, -1.036, -3.138], [3.168, -3.272, -1.786], [2.493, -6.094, 2.682], [-0.369, 2.583, -3.507], [2.608, -0.969, -1.250], [6.722, 0.144, -1.670], [-1.062, -1.024, -3.913], [-4.464, 0.251, -1.643], [-0.446, -5.440, -0.256], [1.751, -6.634, 0.494], [-2.541, -2.336, -5.391], [5.163, 1.534, -0.409], [3.801, 1.714, -3.126], [5.507, -3.904, -2.324], [5.048, 2.772, -2.405], [0.307, -7.126, 1.402], [0.855, -5.749, 3.266], [-0.370, 1.208, 5.253], [-3.137, 1.450, 4.039], [1.497, 4.917, -1.321], [-2.058, -4.300, 5.032], [-4.985, -2.337, -5.008], [-3.725, 2.614, -0.855], [-4.296, 4.896, -1.606], [-1.233, -0.443, 6.689], [-0.409, 5.994, -0.151], [-1.466, -0.957, 2.441], [-1.729, -2.834, 6.998], [-1.506, 4.806, 1.748]],
  "mulliken_charge": [1.31, -0.42, -0.18, -0.03, -0.07, 0.07, -0.36, -0.38, -0.23, -0.27, -0.21, -0.16, 0.94, -0.52, 0.83, -0.36, -0.51, -0.61, 0.39, -0.53, 0.08, -0.67, -0.59, -0.55, 0.51, -0.47, -0.38, -0.10, -0.48, -0.28, 0.13, -0.59, -0.51, -1.02, -0.12, -1.05, -0.17, -0.69, -0.68, -0.55, -0.42, -0.61, 0.89, -0.40, -0.61, 0.96, -0.46, -0.63, -0.60, -0.67, 0.29, 0.45, 0.39, 0.53, 0.41, 0.41, 0.50, 0.40, 0.41, -0.16, 0.44, 0.29, 0.33, 0.25, 0.29, 0.42, 0.55, 0.38, 0.41, 0.32, 0.34, 0.29, 0.60, 0.39, 0.59, 0.44, 0.39, 0.33, 0.42, 0.43, 0.48, 0.05, 0.41, 0.57]
}